Molecular formula: C4H4
Method: DFT, wB97M-V/def2-TZVPD

Output
gap between HOMO and LUMO	11.802	eV
SMILES	C#C.C#C
highest occupied orbital energy	-10.7	eV
energy above the lowest of the compared OMol25 structures with the same formula, charge and spin	3.098	eV

Geometry as XYZ:
```
8
Properties=species:S:1:pos:R:3:forces:R:3:lowdin_charge:R:1
C 1.70793 -0.53302 0.14114 -4.284 -5.082 -0.484 -0.061
C 2.35934 0.40736 -0.07562 2.817 5.783 -0.104 -0.016
H 0.86499 -1.29150 -0.02106 2.900 0.958 0.994 0.044
H 2.76791 1.45884 -0.07885 -0.345 -2.133 -0.162 0.064
C -1.41541 -0.25908 -0.15184 1.670 -0.327 -0.806 -0.028
C -2.49981 0.24513 -0.02281 -1.655 0.291 2.186 -0.033
H -0.35902 -0.60735 -0.34879 -2.854 1.048 0.109 -0.028
H -3.42594 0.57962 0.55781 1.752 -0.539 -1.731 0.057
```
Positions in Å, forces in eV/Å.

Molecular formula: C12H26F6NO19PS4
Method: DFT, wB97M-V/def2-TZVPD

Output
gap between HOMO and LUMO	9.226	eV
highest occupied orbital energy	-10.8	eV

Geometry as XYZ:
```
69
Properties=species:S:1:pos:R:3:forces:R:3:lowdin_charge:R:1
N 1.90470 -4.35083 -1.28316 -0.136 -0.488 0.022 0.309
H 2.63863 -4.63224 -0.63495 -0.017 0.099 0.030 0.154
H 1.13679 -5.02247 -1.23599 0.065 -0.014 -0.021 0.158
H 2.27392 -4.32340 -2.23252 -0.033 0.146 0.006 0.158
H 1.51648 -3.43498 -1.00195 0.133 0.055 -0.251 0.054
P 0.69335 -1.43545 0.11071 -0.743 0.012 -0.478 0.205
F 0.50839 -2.94261 0.72467 -0.126 0.166 0.238 -0.161
F 2.26396 -1.82425 -0.18127 0.067 0.011 0.268 -0.172
F 0.32696 -2.12534 -1.35338 0.091 0.203 -0.016 -0.182
F 0.94239 -0.02781 -0.60520 0.220 0.020 0.229 -0.109
F -0.83417 -1.04821 0.32519 -0.023 -0.427 -0.095 -0.107
F 1.03938 -0.88679 1.57778 0.504 0.138 -0.117 -0.126
C -1.12993 0.87221 -3.15424 -0.210 1.069 0.429 -0.010
C 0.31857 1.24820 -3.37289 -0.275 -0.146 -0.167 -0.301
C 1.26868 0.09563 -3.71638 -1.049 -0.363 0.932 -0.121
O 1.71057 0.34247 -5.03127 0.288 0.267 0.090 0.070
C 1.22159 1.54317 -5.46159 -0.231 -0.048 0.180 -0.551
O 1.47943 2.02558 -6.51157 0.082 0.003 -0.143 0.172
O 0.38706 2.08074 -4.54677 0.450 -0.109 0.096 0.095
H -1.62511 1.80758 -2.86817 -0.193 -0.087 -0.259 0.090
H -1.28171 0.23696 -2.28315 0.297 -0.377 -0.203 0.052
H -1.61014 0.50810 -4.05987 0.057 -0.295 0.056 0.107
H 0.67435 1.80456 -2.50668 0.080 0.191 -0.154 0.143
H 0.69783 -0.83580 -3.66399 0.188 -0.093 -0.304 0.119
H 2.03769 0.03299 -2.94515 0.534 0.057 -0.551 0.118
C -3.67088 -0.22192 -0.54658 0.164 0.741 -0.580 -0.139
C -3.37006 -1.59547 -1.17532 -0.350 -0.368 0.530 -0.155
O -4.62134 -2.05461 -1.71993 0.002 -0.004 -0.090 -0.188
S -5.46356 -0.78490 -2.17772 0.066 -0.126 0.193 0.573
O -6.83939 -1.06876 -2.04884 -0.270 -0.086 0.057 -0.207
O -4.94099 -0.29667 -3.40315 0.266 0.167 -0.224 -0.219
O -5.00320 0.13388 -0.97828 -0.009 -0.012 0.135 -0.177
H -2.98434 0.52209 -0.94719 -0.010 0.043 0.079 0.093
H -3.65788 -0.14364 0.53542 -0.076 -0.448 0.055 0.121
H -3.09936 -2.33494 -0.42827 0.201 0.039 -0.015 0.124
H -2.62396 -1.53385 -1.96327 0.012 0.010 -0.023 0.109
C 0.04153 -0.60729 4.48714 0.073 -0.190 0.338 -0.146
C -0.11084 -2.12416 4.43397 0.329 -0.329 -0.233 -0.161
O -1.49721 -2.34349 4.72587 -0.259 0.086 0.073 -0.173
S -2.30699 -1.26222 3.87794 0.505 -0.197 0.173 0.576
O -3.50174 -0.89913 4.51535 -0.580 0.136 0.657 -0.186
O -2.33529 -1.68182 2.52872 0.135 -0.050 -0.684 -0.222
O -1.23776 -0.09358 4.07765 0.044 0.153 -0.303 -0.196
H 0.82325 -0.25635 3.82113 -0.084 0.084 -0.072 0.108
H 0.21414 -0.25720 5.50408 0.006 0.029 -0.018 0.134
H 0.48114 -2.67130 5.16213 -0.096 0.186 0.202 0.137
H 0.12935 -2.52440 3.44628 -0.152 0.116 -0.057 0.110
C 4.38379 0.23179 1.93001 -0.206 -0.880 -0.642 -0.165
C 3.57312 0.84034 0.77414 0.178 0.062 -0.087 -0.164
O 4.24510 2.05155 0.39429 -0.226 0.357 0.682 -0.180
S 5.76777 2.03739 0.85028 0.012 -0.547 -0.386 0.596
O 6.10582 3.27908 1.42686 -0.028 0.247 0.210 -0.204
O 6.56267 1.48604 -0.19012 0.003 -0.009 -0.035 -0.219
O 5.61256 0.92790 1.99324 0.155 0.337 0.237 -0.180
H 4.55671 -0.82123 1.69328 0.230 0.057 0.153 0.128
H 3.87309 0.26708 2.89005 0.083 0.364 0.039 0.125
H 2.56750 1.02684 1.13619 -0.055 0.465 -0.399 0.106
H 3.54984 0.23962 -0.12897 -0.096 -0.350 0.223 0.111
C -0.62618 3.30583 1.96208 -0.144 -0.384 0.810 -0.154
C -1.05555 1.95802 1.44724 -0.124 -0.761 -1.168 -0.148
O -1.23715 2.23974 0.02712 0.153 0.035 -0.042 -0.227
S -1.95448 3.65625 -0.12142 0.044 -0.179 0.267 0.581
O -3.35800 3.47641 -0.08197 -0.294 0.034 0.017 -0.206
O -1.34523 4.37774 -1.17386 0.170 -0.023 -0.138 -0.206
O -1.48217 4.23097 1.29783 -0.087 0.173 -0.180 -0.174
H 0.41482 3.52362 1.72434 0.010 0.000 -0.036 0.137
H -0.80533 3.37452 3.03438 0.069 0.251 -0.036 0.140
H -1.99543 1.53788 1.80858 -0.074 0.501 0.372 0.129
H -0.33756 1.14431 1.49106 0.292 0.281 0.129 0.098
```
Positions in Å, forces in eV/Å.

Molecular formula: C19H12BFNO12
Method: DFT, wB97M-V/def2-TZVPD

Output
gap between HOMO and LUMO	8.066	eV
charge	-1
highest occupied orbital energy	-7.1	eV

Geometry as XYZ:
```
46
Properties=species:S:1:pos:R:3:forces:R:3:lowdin_charge:R:1
C -1.31900 3.32720 -0.76901 -0.209 0.127 0.348 -0.102
C -2.69777 3.05547 -1.36238 0.541 -0.300 -0.045 -0.239
C -2.71060 2.25704 -2.68083 -0.212 0.596 0.306 -0.161
C -1.65509 2.64468 -3.71823 -0.428 -0.117 -0.481 -0.164
O -0.85248 1.54044 -4.18675 0.068 -0.134 0.568 -0.033
C -0.05789 1.02534 -3.18741 -0.084 0.787 -0.713 -0.214
C -0.35025 -0.18346 -2.60831 -0.204 -0.409 0.059 0.072
C 0.41893 -0.69590 -1.57387 0.318 -0.535 0.051 -0.167
N 0.06356 -1.96436 -0.97586 -0.104 1.139 -0.082 0.196
C -0.88232 -1.86116 -0.20114 1.232 -0.585 -1.112 -0.291
O -1.78810 -1.83066 0.48795 -1.427 0.011 1.216 0.240
C 1.50916 0.03586 -1.13037 0.156 -0.244 -0.012 -0.035
C 1.83951 1.24253 -1.74401 0.223 0.460 -0.233 -0.014
C 1.06196 1.73938 -2.77296 0.291 -0.379 0.255 -0.153
F 1.36193 2.90559 -3.35328 -0.178 -0.039 -0.041 0.116
C 3.03499 2.00843 -1.23960 -0.220 -0.004 -0.118 -0.322
O 3.74219 2.66124 -1.96789 0.022 0.176 0.040 0.126
C 3.24585 1.88737 0.22111 -0.305 -0.295 -0.050 0.029
C 2.92309 0.73349 0.80097 0.140 0.463 0.427 0.043
C 2.38424 -0.39343 0.00226 -0.239 -0.100 -0.017 -0.322
O 2.62969 -1.54344 0.25884 0.012 -0.075 0.113 0.149
H -1.45124 3.77327 0.21455 0.028 0.104 0.121 0.073
H -0.72966 4.03254 -1.34836 0.135 -0.040 -0.159 0.067
H -0.75029 2.41643 -0.60161 0.123 -0.178 -0.167 0.071
H -3.23199 2.45664 -0.62972 -0.339 0.083 0.088 0.103
H -3.22062 4.00326 -1.47042 -0.131 0.077 -0.078 0.102
H -3.68138 2.43067 -3.13908 -0.198 -0.178 -0.051 0.104
H -2.68700 1.20101 -2.43174 0.302 -0.195 -0.177 0.104
H -1.02560 3.47088 -3.40487 0.249 -0.034 0.244 0.106
H -2.16942 2.98962 -4.60907 0.068 -0.018 -0.233 0.121
H -1.20363 -0.73858 -2.96384 -0.125 -0.045 -0.055 0.141
H 3.62465 2.74467 0.75488 0.272 0.005 0.039 0.121
H 3.02249 0.57751 1.86520 0.155 -0.196 0.111 0.126
B 0.10688 -3.70248 3.79856 0.012 -0.094 0.010 -0.871
O 0.17918 -4.62136 2.64583 -0.217 0.010 0.293 0.227
C -0.68003 -5.61640 2.83335 0.319 -0.083 -0.579 -0.395
O -0.86894 -6.53068 2.08348 -0.050 0.011 0.071 0.143
C -1.38648 -5.38922 4.17259 -0.302 0.117 0.584 -0.395
O -2.22531 -6.09415 4.65608 0.038 -0.020 -0.076 0.141
O -0.90880 -4.27145 4.70651 0.130 -0.102 -0.315 0.229
O 1.41770 -3.56951 4.47147 -0.224 0.295 -0.159 0.233
C 1.78689 -2.29700 4.45010 0.490 -0.396 0.303 -0.396
O 2.79872 -1.84743 4.90871 -0.068 0.073 -0.049 0.139
C 0.69508 -1.49772 3.73553 -0.508 0.278 -0.338 -0.398
O 0.70136 -0.31382 3.53576 0.147 0.063 -0.064 0.125
O -0.26154 -2.33408 3.36978 0.299 -0.078 0.157 0.223
```
Positions in Å, forces in eV/Å.